1.
The following is a DFT calculation (ωB97M-V/def2-TZVPD) of a molecular structure, C40H53Cl3N2O4V in a non-equilibrium geometry.

```
103
C40H53Cl3N2O4V | the OMol25 dataset | ωB97M-V/def2-TZVPD
V 0.321 -0.414 0.039
C 5.430 -2.532 -4.818
C 4.995 -3.429 -3.651
C 4.741 -4.855 -4.164
C 6.124 -3.474 -2.623
C 3.705 -2.882 -3.052
C 3.600 -2.502 -1.742
C 2.367 -1.984 -1.283
N 2.041 -1.555 -0.055
C 2.722 -1.681 1.135
C 3.806 -2.498 1.456
C 4.346 -2.427 2.730
C 3.779 -1.538 3.655
C 2.664 -0.737 3.400
C 2.142 -0.855 2.118
O 1.028 -0.209 1.698
C 2.065 0.213 4.434
C 2.811 0.136 5.766
C 2.170 1.651 3.900
C 0.593 -0.143 4.686
C 5.553 -3.299 3.078
C 6.759 -2.814 2.260
C 5.251 -4.762 2.720
C 5.913 -3.230 4.562
C 1.288 -1.781 -2.187
O 0.256 -1.122 -1.650
C 1.351 -2.213 -3.522
C 2.566 -2.758 -3.896
C 0.194 -2.036 -4.500
C 0.463 -2.753 -5.824
C 0.025 -0.539 -4.778
C -1.101 -2.607 -3.907
H 6.377 -2.888 -5.226
H 5.569 -1.501 -4.489
H 4.701 -2.534 -5.628
H 5.671 -5.281 -4.543
H 4.015 -4.872 -4.977
H 4.372 -5.500 -3.365
H 7.029 -3.856 -3.096
H 5.888 -4.138 -1.788
H 6.355 -2.483 -2.227
H 4.446 -2.546 -1.080
H 4.194 -3.204 0.740
H 4.218 -1.485 4.638
H 3.856 0.435 5.669
H 2.776 -0.866 6.198
H 2.339 0.816 6.474
H 3.201 1.896 3.638
H 1.842 2.354 4.669
H 1.545 1.793 3.019
H 0.495 -1.171 5.040
H -0.013 -0.024 3.791
H 0.187 0.516 5.456
H 6.550 -2.838 1.189
H 7.623 -3.454 2.447
H 7.029 -1.791 2.529
H 5.172 -4.913 1.643
H 4.320 -5.097 3.180
H 6.057 -5.404 3.078
H 6.209 -2.226 4.867
H 6.760 -3.889 4.754
H 5.088 -3.557 5.197
H 2.670 -3.097 -4.916
H 1.298 -2.313 -6.372
H -0.421 -2.665 -6.457
H 0.661 -3.816 -5.679
H 0.928 -0.123 -5.231
H -0.175 0.009 -3.860
H -0.807 -0.379 -5.466
H -1.009 -3.681 -3.732
H -1.919 -2.452 -4.612
H -1.371 -2.127 -2.969
Cl -6.539 2.699 1.127
C -4.967 2.003 0.939
C -3.879 2.609 1.551
C -2.622 2.055 1.385
Cl -1.260 2.788 2.155
C -2.434 0.910 0.604
O -1.216 0.435 0.393
C -3.552 0.315 0.020
Cl -3.347 -1.105 -0.940
C -4.818 0.855 0.180
H -4.007 3.496 2.155
H -5.673 0.384 -0.283
O 0.785 1.408 -0.921
C -0.037 2.285 -1.297
C -1.242 1.990 -2.143
C -1.091 2.549 -3.570
C -1.453 4.025 -3.694
C -0.562 4.965 -2.888
C -0.603 4.700 -1.387
N 0.192 3.546 -0.974
H -2.126 2.435 -1.676
H -1.383 0.911 -2.154
H -1.740 1.967 -4.225
H -0.068 2.385 -3.921
H -2.492 4.161 -3.375
H -1.415 4.312 -4.746
H -0.873 5.996 -3.063
H 0.474 4.885 -3.228
H -1.635 4.558 -1.053
H -0.212 5.553 -0.835
H 1.033 3.700 -0.436
```

Summary:
LUMO (spin up / spin down): -4.33 / -5.09 eV
Molar mass: 783.2 g/mol
Charge: +1
ΔE to the lowest compared entry with this formula, charge and spin: 83.72 kJ/mol
E_tot: -4291.005760 a.u.
<S²>: 2.06
2S+1: 3

---

2.
The following is a DFT calculation (ωB97M-V/def2-TZVPD) of a molecular structure, C40H53IrN3O5PS3 in a non-equilibrium geometry.

```
106
C40H53IrN3O5PS3 | the OMol25 dataset | ωB97M-V/def2-TZVPD
Ir 1.960 1.262 -0.541
C 0.810 3.272 3.059
C 0.964 3.012 1.583
N 1.945 2.255 1.163
N 2.901 1.910 2.145
C 3.614 0.877 1.863
S 3.484 -0.116 0.455
S 4.821 0.323 3.025
C 3.829 0.458 4.546
C 2.801 -0.630 4.654
C 1.504 -0.412 4.198
C 0.553 -1.422 4.259
C 0.892 -2.666 4.772
C 2.186 -2.894 5.224
C 3.132 -1.882 5.165
C -0.025 3.640 0.702
C -1.033 4.442 1.276
C -1.997 5.057 0.514
C -1.987 4.884 -0.871
C -1.012 4.129 -1.476
C -0.011 3.504 -0.712
O 0.943 2.869 -1.348
H 1.522 2.714 3.647
H -0.205 2.982 3.338
H 0.928 4.331 3.290
H 3.370 1.444 4.550
H 4.560 0.418 5.355
H 1.237 0.557 3.794
H -0.456 -1.235 3.911
H 0.153 -3.455 4.821
H 2.457 -3.861 5.626
H 4.141 -2.066 5.515
H -1.058 4.589 2.345
H -2.755 5.667 0.986
H -2.750 5.355 -1.479
H -0.971 4.005 -2.551
N 3.427 2.254 -1.569
C 3.020 1.540 -2.763
C 2.436 2.238 -3.822
C 1.844 1.533 -4.846
C 1.821 0.133 -4.834
C 2.465 -0.544 -3.818
C 3.071 0.146 -2.765
S 0.856 -0.775 -6.053
O 1.192 -0.164 -7.317
O 1.278 -2.151 -5.871
O -0.508 -0.511 -5.602
H 4.375 2.105 -1.232
H 3.229 3.250 -1.640
H 2.399 3.319 -3.798
H 1.363 2.051 -5.667
H 2.481 -1.627 -3.856
H 3.590 -0.417 -2.001
O 0.675 -0.377 -0.174
P -0.697 -1.000 -0.500
C -1.066 -0.664 -2.241
C -1.376 0.808 -2.559
C -2.859 1.145 -2.415
C -3.719 0.212 -3.267
C -3.484 -1.252 -2.895
C -2.006 -1.608 -3.012
C -1.878 -0.529 0.789
C -3.311 -1.053 0.675
C -4.025 -0.924 2.033
C -3.512 0.279 2.838
C -3.086 1.401 1.898
C -1.853 0.979 1.087
C -0.468 -2.792 -0.299
C 0.530 -3.386 -1.327
C 1.957 -3.346 -0.788
C 2.103 -4.277 0.427
C 0.781 -4.411 1.195
C -0.011 -3.109 1.150
H -0.049 -0.867 -2.611
H -1.091 0.962 -3.600
H -0.761 1.486 -1.958
H -3.015 2.182 -2.720
H -3.174 1.078 -1.367
H -3.453 0.352 -4.318
H -4.777 0.466 -3.161
H -4.053 -1.904 -3.561
H -3.850 -1.444 -1.884
H -1.712 -1.505 -4.059
H -1.828 -2.651 -2.738
H -1.422 -1.036 1.649
H -3.331 -2.094 0.345
H -3.843 -0.476 -0.080
H -3.901 -1.843 2.609
H -5.097 -0.811 1.854
H -2.653 -0.015 3.451
H -4.281 0.619 3.533
H -2.861 2.315 2.450
H -3.912 1.647 1.223
H -0.944 1.197 1.649
H -1.795 1.566 0.168
H -1.456 -3.232 -0.473
H 0.462 -2.882 -2.291
H 0.245 -4.424 -1.519
H 2.198 -2.321 -0.503
H 2.659 -3.633 -1.572
H 2.877 -3.888 1.093
H 2.432 -5.266 0.101
H 0.972 -4.690 2.233
H 0.175 -5.214 0.765
H 0.630 -2.300 1.519
H -0.878 -3.167 1.812
```

Summary:
LUMO: -0.95 eV
Molar mass: 975.3 g/mol
ΔE to the lowest compared entry with this formula, charge and spin: 34.99 kJ/mol
E_tot: -3736.820682 a.u.

---

3.
The following is a DFT calculation (ωB97M-V/def2-TZVPD) of a molecular structure, C40H54AlN9OP in a non-equilibrium geometry.

```
106
C40H54AlN9OP | the OMol25 dataset | ωB97M-V/def2-TZVPD
C -2.265 0.131 -1.815
C -1.708 -0.160 -3.252
C -2.606 -0.094 -4.425
C -2.083 -0.361 -5.750
C -0.685 -0.738 -6.010
C 0.205 -0.801 -4.864
C -0.314 -0.500 -3.510
C 0.753 -0.561 -2.363
Al 1.925 1.133 -2.627
P 1.220 2.831 -1.138
N -0.217 3.632 -1.771
O 0.791 1.991 0.321
H -2.526 -0.861 -1.358
H -3.213 0.716 -1.913
H -1.471 0.657 -1.232
H -3.664 0.198 -4.247
H -2.746 -0.291 -6.648
H -0.282 -0.955 -7.027
H 1.280 -1.067 -4.987
H 0.288 -0.613 -1.346
H 1.332 -1.514 -2.508
H 1.615 1.712 -4.101
H 3.489 0.832 -2.558
H -0.284 4.557 -1.329
H -1.079 3.129 -1.522
H 1.649 1.713 0.695
N -1.392 6.254 -3.693
C -0.660 7.154 -4.415
C -1.530 8.050 -4.983
C -2.839 7.678 -4.583
C -2.719 6.568 -3.785
H -1.011 5.478 -3.172
H 0.415 7.079 -4.464
H -1.257 8.881 -5.615
H -3.763 8.168 -4.848
H -3.464 5.975 -3.278
N 0.588 -3.666 1.838
C 0.429 -2.717 0.860
C -0.477 -3.195 -0.047
C -0.886 -4.480 0.398
C -0.216 -4.742 1.565
H 1.198 -3.586 2.632
H 0.974 -1.787 0.896
H -0.810 -2.677 -0.933
H -1.594 -5.137 -0.084
H -0.239 -5.597 2.222
N 1.105 -1.264 4.341
C 0.235 -0.715 5.241
C 0.953 0.080 6.096
C 2.311 0.014 5.693
C 2.374 -0.820 4.606
H 0.852 -1.895 3.599
H -0.819 -0.939 5.196
H 0.548 0.649 6.918
H 3.148 0.521 6.147
H 3.208 -1.136 3.999
N -1.981 0.623 3.018
C -2.248 1.588 2.085
C -3.589 1.872 2.143
C -4.151 1.051 3.154
C -3.135 0.294 3.678
H -1.077 0.220 3.192
H -1.461 1.986 1.461
H -4.108 2.590 1.529
H -5.185 1.020 3.463
H -3.133 -0.449 4.460
N 4.761 -3.296 5.075
C 5.299 -4.503 4.716
C 6.537 -4.603 5.296
C 6.753 -3.413 6.038
C 5.639 -2.628 5.884
H 3.860 -2.953 4.789
H 4.755 -5.184 4.080
H 7.213 -5.439 5.199
H 7.626 -3.161 6.619
H 5.396 -1.654 6.278
N 1.622 -8.089 1.555
C 2.161 -9.292 1.191
C 3.400 -9.393 1.769
C 3.615 -8.207 2.516
C 2.499 -7.423 2.366
H 0.720 -7.746 1.271
H 1.618 -9.970 0.552
H 4.077 -10.227 1.668
H 4.488 -7.956 3.098
H 2.255 -6.452 2.765
N -6.591 4.137 4.926
C -5.517 4.075 4.079
C -5.524 5.206 3.305
C -6.642 5.985 3.704
C -7.280 5.301 4.707
H -6.836 3.437 5.604
H -4.844 3.232 4.100
H -4.805 5.450 2.539
H -6.945 6.939 3.301
H -8.161 5.539 5.281
N 2.231 1.053 -7.587
C 3.290 1.014 -8.453
C 3.258 2.157 -9.212
C 2.139 2.915 -8.782
C 1.528 2.208 -7.777
H 2.005 0.341 -6.913
H 3.972 0.179 -8.455
H 3.961 2.419 -9.988
H 1.818 3.871 -9.166
H 0.655 2.427 -7.183
```

Summary:
LUMO: 1.67 eV
Molar mass: 734.9 g/mol
Charge: -1
ΔE to the lowest compared entry with this formula, charge and spin: 0.00 kJ/mol
E_tot: -2708.393314 a.u.

---

4.
The following is a DFT calculation (ωB97M-V/def2-TZVPD) of a molecular structure, C40H54AuFN7O3.

```
106
C40H54AuFN7O3 | the OMol25 dataset | ωB97M-V/def2-TZVPD
Au 1.760 -0.486 0.398
C 2.663 -1.067 -3.560
C 1.411 -1.851 -3.280
C 0.447 -2.048 -4.264
C -0.716 -2.753 -3.992
C -0.946 -3.264 -2.723
C -0.014 -3.084 -1.708
C -0.257 -3.602 -0.319
C 1.156 -2.398 -2.025
N 2.088 -2.146 -0.963
C 3.204 -2.745 -0.835
C 3.688 -3.865 -1.689
C 4.110 -2.213 0.269
C 5.386 -2.920 0.565
N 3.727 -1.130 0.827
C 4.572 -0.406 1.752
C 5.446 0.527 1.194
C 5.525 0.737 -0.294
C 6.251 1.246 2.069
C 6.174 1.037 3.437
C 5.288 0.107 3.955
C 4.460 -0.634 3.119
C 3.477 -1.613 3.696
H 2.614 -0.609 -4.546
H 3.555 -1.698 -3.544
H 2.811 -0.271 -2.826
H 0.620 -1.648 -5.254
H -1.444 -2.910 -4.777
H -1.854 -3.815 -2.515
H -1.213 -4.118 -0.264
H -0.279 -2.780 0.405
H 0.518 -4.305 -0.004
H 2.981 -4.088 -2.484
H 3.837 -4.759 -1.081
H 4.657 -3.616 -2.126
H 5.185 -3.973 0.771
H 5.899 -2.472 1.412
H 6.048 -2.890 -0.303
H 4.536 0.858 -0.741
H 6.013 -0.102 -0.797
H 6.105 1.629 -0.520
H 6.944 1.975 1.670
H 6.809 1.603 4.104
H 5.234 -0.051 5.024
H 3.828 -1.976 4.661
H 3.329 -2.485 3.053
H 2.514 -1.121 3.849
C -2.352 5.939 -0.140
C -2.928 4.772 0.640
N -2.232 3.501 0.342
C -1.285 3.082 1.180
C -0.517 1.950 1.013
C 0.447 1.662 2.139
O 0.628 2.491 2.996
O 0.990 0.458 2.175
C -0.705 1.188 -0.160
O -0.003 0.191 -0.529
C -1.765 1.609 -1.058
C -2.047 0.865 -2.213
C -3.032 1.266 -3.060
F -3.308 0.495 -4.128
C -3.790 2.444 -2.851
C -3.500 3.179 -1.712
C -2.511 2.766 -0.806
N -4.777 2.878 -3.745
C -6.011 3.470 -3.254
C -6.273 4.779 -3.998
N -5.748 4.631 -5.413
C -5.883 3.213 -5.892
C -4.922 2.328 -5.093
H -2.894 6.850 0.110
H -2.417 5.783 -1.217
H -1.303 6.094 0.113
H -3.990 4.625 0.453
H -2.825 4.931 1.711
H -1.108 3.694 2.056
H -1.497 -0.042 -2.426
H -4.017 4.109 -1.543
H -5.959 3.668 -2.188
H -6.847 2.776 -3.396
H -5.749 5.627 -3.561
H -7.334 5.011 -4.067
H -4.761 4.892 -5.430
H -6.234 5.274 -6.039
H -5.659 3.184 -6.956
H -6.929 2.947 -5.751
H -3.948 2.315 -5.580
H -5.318 1.310 -5.109
C 0.489 -2.995 6.555
C -0.536 -3.115 5.428
C -0.231 -4.303 4.529
C -1.957 -3.179 5.977
N -0.451 -1.853 4.634
N 0.019 -1.762 3.408
H 0.431 -3.885 7.181
H 0.291 -2.128 7.184
H 1.503 -2.917 6.160
H -0.399 -5.211 5.105
H 0.815 -4.329 4.212
H -0.884 -4.342 3.656
H -2.052 -4.060 6.612
H -2.694 -3.251 5.178
H -2.183 -2.308 6.594
H -0.917 -1.022 4.982
H 0.609 -2.534 3.126
H 0.310 -0.816 3.077
```

Summary:
LUMO (spin up / spin down): -7.26 / -7.80 eV
Molar mass: 896.9 g/mol
Charge: +3
ΔE to the lowest compared entry with this formula, charge and spin: 0.00 kJ/mol
E_tot: -2400.333381 a.u.
<S²>: 2.01
2S+1: 3

---

The lowest E_tot belongs to which entry?
C40H53Cl3N2O4V